Version P
8
Properties=species:S:1:pos:R:3:lowdin_charge:R:1 method="wB97M-V/def2-TZVPD" homo_energy_ev=-10.80 homo_lumo_gap_ev=11.43 charge=0 spin_multiplicity=1
C -1.58 -0.07 0.82 -0.456
C 1.31 -0.07 -0.60 -0.376
N -1.75 0.42 -0.25 0.159
N 1.98 0.26 0.38 0.211
O 0.60 -0.48 -1.42 0.149
O -1.31 -0.54 1.84 0.164
H -2.12 -0.01 -1.16 0.140
H 2.87 0.48 0.39 0.008

---

Version Q
8
Properties=species:S:1:pos:R:3:lowdin_charge:R:1 method="wB97M-V/def2-TZVPD" homo_energy_ev=-10.13 homo_lumo_gap_ev=10.68 charge=0 spin_multiplicity=1
C -0.83 -0.07 -0.06 -0.501
C 1.26 -0.66 0.07 -0.193
H 2.29 -1.13 -0.02 0.169
H -0.02 1.96 0.23 0.153
N 0.06 -1.16 -0.01 0.170
N 0.06 1.01 -0.02 0.108
O -2.06 -0.04 0.03 0.055
O 1.34 0.62 -0.03 0.039

---

Stability, highest: version P

---

Version P
7
Properties=species:S:1:pos:R:3:lowdin_charge:R:1 method="wB97M-V/def2-TZVPD" homo_energy_ev="-9.53 / -8.21" homo_lumo_gap_ev="8.46 / 5.23" charge=0 spin_multiplicity=1
C -0.45 0.23 0.17 -0.313
C 0.39 0.68 -0.82 -0.169
N -1.39 -0.62 -0.11 0.096
O 1.04 1.25 -1.56 0.246
I 2.65 -1.55 0.57 -0.035
H -0.14 0.64 1.06 0.092
H -2.09 -0.63 0.69 0.083

---

Version Q
7
Properties=species:S:1:pos:R:3:lowdin_charge:R:1 method="wB97M-V/def2-TZVPD" homo_energy_ev=-9.79 homo_lumo_gap_ev=9.71 charge=0 spin_multiplicity=1
C 0.32 -0.36 -0.08 -0.303
C -0.10 0.98 0.21 -0.830
N -0.31 -1.26 0.60 0.128
O 0.24 1.73 1.00 0.102
I -1.48 1.61 -1.41 0.695
H 1.22 -0.55 -0.76 0.153
H 0.11 -2.16 0.44 0.054

---

Stability, highest: version Q

---

Version P
15
Properties=species:S:1:pos:R:3:lowdin_charge:R:1 method="wB97M-V/def2-TZVPD" homo_energy_ev=-8.51 homo_lumo_gap_ev=8.43 charge=0 spin_multiplicity=1
C 2.60 -0.29 -0.55 -0.042
C -1.61 1.23 -0.07 0.035
C 1.54 -0.33 0.15 -0.097
C -1.21 -0.03 0.06 -0.167
C -0.28 -1.13 0.20 -0.165
C 2.36 0.98 0.41 -0.117
C -2.73 0.23 -0.16 -0.091
N -0.23 -2.38 0.17 0.143
H 3.36 -0.71 -1.10 0.056
H -1.42 2.25 -0.10 0.082
H 2.81 1.01 1.46 0.078
H 2.25 1.93 -0.15 0.062
H -3.54 0.31 0.58 0.089
H -2.89 -0.07 -1.20 0.084
H -1.00 -3.00 0.29 0.050

---

Version Q
15
Properties=species:S:1:pos:R:3:lowdin_charge:R:1 method="wB97M-V/def2-TZVPD" homo_energy_ev=-9.79 homo_lumo_gap_ev=9.95 charge=0 spin_multiplicity=1
C 2.14 -0.96 -0.54 -0.024
C 0.97 -1.09 0.00 -0.133
C 0.16 0.23 0.30 -0.265
C 0.72 1.21 0.97 0.061
C -1.26 0.21 -0.17 -0.309
C -1.96 1.19 -0.68 0.100
C -1.89 -0.97 0.25 -0.196
H 2.58 -0.06 -1.00 0.078
H 2.74 -1.86 -0.78 0.062
H 0.45 -2.11 0.25 0.129
H 1.68 1.12 1.54 0.093
H 0.24 2.11 1.29 0.064
H -3.00 1.03 -0.94 0.088
H -1.39 2.04 -0.99 0.080
N -2.19 -2.09 0.50 0.172

---

Version R
15
Properties=species:S:1:pos:R:3:lowdin_charge:R:1 method="wB97M-V/def2-TZVPD" homo_energy_ev="-6.77 / -7.42" homo_lumo_gap_ev="7.23 / 7.73" charge=0 spin_multiplicity=1
C -2.69 1.52 -0.10 0.108
C -2.27 0.43 0.05 -0.168
C 1.36 -1.01 -0.05 -0.137
C -1.45 -0.59 0.11 -0.137
C 1.07 0.27 -0.06 -0.033
C 0.37 -2.18 -0.14 -0.166
C 1.21 1.68 0.16 -0.112
N -1.06 -1.74 0.09 0.062
H -3.44 2.30 -0.38 0.061
H 2.36 -1.40 -0.25 0.098
H 0.28 -2.75 -1.02 0.086
H 0.47 -2.88 0.74 0.124
H 0.57 2.14 1.03 0.127
H 0.95 2.30 -0.55 0.001
H 2.28 1.92 0.36 0.087

---

Stability, highest: version Q

---

Version P
26
Properties=species:S:1:pos:R:3:lowdin_charge:R:1 method="wB97M-V/def2-TZVPD" homo_energy_ev=-6.04 homo_lumo_gap_ev=9.05 charge=-1 spin_multiplicity=1
O -3.24 1.39 -0.74 -0.098
H 0.60 1.57 2.73 0.040
H -1.07 -1.67 -2.01 -0.015
O 0.16 -3.66 0.97 -0.146
H 0.39 -3.07 0.18 -0.003
O 2.73 -1.27 0.77 -0.120
H 2.07 -1.78 0.24 -0.008
H 2.18 -0.60 1.17 -0.001
O 0.36 -1.44 -0.23 -0.382
H 0.30 2.92 -0.69 0.052
H -2.02 -0.74 1.22 0.026
O -1.82 -2.01 -2.52 -0.065
H -3.25 0.48 -1.09 0.022
H 0.01 -1.20 -1.09 -0.065
O 0.99 3.08 -0.04 -0.041
H -0.55 -0.55 0.67 0.016
H 0.75 2.88 0.87 0.004
O 0.01 2.33 2.84 -0.059
H -0.62 2.19 2.12 0.020
H 0.53 -3.25 1.75 0.003
O 2.72 2.18 -2.23 -0.085
H 2.64 1.22 -2.15 0.038
H 2.06 2.40 -1.54 -0.014
O -1.44 -0.03 0.92 -0.154
H -2.03 -2.75 -1.93 0.044
H -2.46 1.36 -0.17 -0.011

---

Version Q
26
Properties=species:S:1:pos:R:3:lowdin_charge:R:1 method="wB97M-V/def2-TZVPD" homo_energy_ev=-6.29 homo_lumo_gap_ev=9.41 charge=-1 spin_multiplicity=1
O 0.03 -1.73 2.41 -0.051
H 0.74 -1.73 2.93 -0.078
H -0.26 -1.10 1.74 -0.019
O -2.65 -0.42 0.21 -0.087
H -1.86 0.19 0.52 0.038
O 1.75 0.10 -3.47 -0.168
H 2.04 1.10 -3.54 0.093
H 1.59 0.12 -2.44 0.048
O -0.45 0.52 1.28 -0.350
H -0.70 0.96 2.08 0.003
H 0.39 0.62 0.13 0.055
O -3.28 -0.90 -2.28 -0.184
H -2.45 -0.39 -2.53 -0.034
H -3.57 -0.36 -1.47 0.027
O 0.96 2.47 2.59 -0.156
H 0.50 1.79 1.90 0.035
H 1.87 2.29 2.32 0.010
O 1.19 1.01 -0.59 -0.170
H 0.89 1.81 -0.92 -0.027
H -2.70 -1.17 0.69 -0.028
O 2.67 -1.65 2.38 -0.006
H 2.11 -0.98 1.94 0.056
H 3.03 -2.11 1.73 -0.036
O -0.92 0.05 -2.63 -0.054
H -0.65 -0.28 -1.74 0.070
H -0.27 -0.20 -3.26 0.014

---

Stability, highest: version P